27
Properties=species:S:1:pos:R:3:forces:R:3 method="wB97M-V/def2-TZVPD" e_tot_ev=-12676.52656 molar_mass_g_mol=152.24 smiles=Cc1ccc(O)cc1.CCC
C 2.480138 0.330439 1.429246 0.45 -1.54 0.47
C 1.083198 -0.252242 1.519060 -0.02 1.34 -1.03
C 0.450597 -0.574962 0.303299 -0.12 -1.13 1.09
C -0.901279 -0.860686 0.316205 0.20 0.02 0.16
C -1.645743 -0.616998 1.465432 -1.06 -0.70 -0.16
O -2.987336 -0.953812 1.337132 -0.04 0.71 0.49
C -1.080158 -0.207226 2.655085 0.84 -0.54 -0.69
C 0.315190 -0.113171 2.652509 -0.38 0.99 0.54
H 2.866568 0.705736 2.377051 -0.35 0.38 -0.04
H 2.514657 1.069890 0.638990 0.15 0.26 0.05
H 3.191486 -0.473479 1.194547 -0.03 0.17 -0.33
H 1.058155 -0.753376 -0.569481 -0.07 0.10 -0.13
H -1.442620 -1.324269 -0.496864 0.13 0.28 -0.31
H -3.505514 -0.450179 1.987758 0.26 -0.36 -0.25
H -1.654984 -0.023376 3.546335 -0.15 -0.02 0.13
H 0.787105 0.279824 3.541074 0.16 -0.14 0.21
C 0.451540 -0.348110 -3.601062 -0.07 -0.62 -0.62
C 0.561988 0.794146 -2.624007 0.18 1.66 -1.11
C 0.713866 2.105963 -3.431635 0.39 -0.23 0.53
H -0.442120 -0.316706 -4.233722 -0.28 0.21 0.48
H 0.482816 -1.333178 -3.149422 -0.01 -0.21 0.20
H 1.227513 -0.323633 -4.373490 0.37 0.09 0.40
H -0.303610 0.962958 -2.008586 -0.56 -0.52 0.33
H 1.402795 0.744937 -1.939068 0.23 -0.36 -0.11
H 1.626788 2.076738 -4.029821 -0.20 -0.06 -0.29
H -0.167027 2.293359 -4.043686 0.10 -0.03 -0.19
H 0.844242 2.949058 -2.762325 -0.14 0.25 0.19


14
Properties=species:S:1:pos:R:3:forces:R:3 method="wB97M-V/def2-TZVPD" e_tot_ev=-59418.02457 molar_mass_g_mol=236.89 total_charge=-1
C 1.792439 0.191305 2.072252 0.71 1.24 -2.67
C 0.912633 -0.394294 2.756547 -2.24 -2.21 1.46
C -1.792546 1.476276 -0.619619 -1.97 3.10 0.28
C -1.348895 0.248652 -0.644110 1.06 -0.72 -1.33
C -1.122180 -0.408463 -2.038676 -1.36 -0.11 1.72
O -2.300004 2.549244 -0.559787 1.46 -2.69 -0.10
O 0.093258 -1.050412 3.299595 0.36 0.75 -0.12
Cl 3.342649 -1.043718 -0.167037 0.18 -0.11 -0.48
Cl -1.826423 -2.119461 -1.991071 0.18 0.86 -0.07
Cl 0.525042 -0.519024 -2.452811 1.09 -0.11 -0.05
Cl -2.000542 0.556321 -3.245581 -0.25 -0.11 -0.28
H 2.727405 0.493322 2.446289 0.82 0.38 0.48
H 1.755853 0.098768 0.938059 0.11 -0.03 1.28
H -0.758690 -0.078518 0.205950 -0.16 -0.23 -0.10


Sequential energy above the lowest of the compared OMol25 structures with the same formula, charge and spin output: 115.6; 93.7 kJ/mol